Entry 1:
C3H8NO | ωB97M-V/def2-TZVPD

As for the total energy: -6755.6361 eV. Its relative energy (zero: lowest compared OMol25 entry of this formula, charge and spin) is 27.5 kcal per mole. As for the total charge: +2. The value obtained for the HOMO-LUMO gap (alpha / beta) is 12.4 / 8.7 eV. The spin multiplicity is 2.

Structure (XYZ):
```
13
Properties=species:S:1:pos:R:3:forces:R:3:nbo_charge:R:1
O -1.105397 0.064921 -0.658291 4.1 -3.1 -2.2 -0.626
N 0.332814 1.145254 1.335857 2.1 1.2 -1.8 -0.607
C 0.648611 -1.378040 -1.542462 1.4 -1.9 1.2 -0.060
C -0.408618 -0.573323 -1.757144 -4.8 4.2 1.8 0.348
C 0.633509 0.525698 2.392673 -1.8 0.3 2.4 0.153
H 1.007024 -2.013965 -2.348751 0.1 0.3 -0.2 0.294
H -2.034329 0.262892 -0.699522 -1.4 0.4 -1.1 0.572
H 1.013926 1.952669 1.290947 -1.3 -0.7 -1.4 0.455
H -0.109994 -0.119404 2.863803 0.6 -1.0 -0.4 0.244
H 1.037774 -1.597982 -0.540524 0.0 0.3 -0.3 0.256
H 1.414012 0.961087 3.015506 0.1 -0.4 0.0 0.246
H -0.810373 -0.214249 -2.704890 0.1 -0.6 -0.1 0.270
H -0.245569 0.786805 0.480359 0.6 1.0 2.2 0.455
```
Forces are in eV/Å.

---

Entry 2:
C25H26NO2 | ωB97M-V/def2-TZVPD

As for the total energy: -31924.7204 eV. Its relative energy (zero: lowest compared OMol25 entry of this formula, charge and spin) is 9.7 kcal per mole. As for the total charge: +1. The value obtained for the HOMO-LUMO gap is 5.0 eV.

Structure (XYZ):
```
54
Properties=species:S:1:pos:R:3:forces:R:3:nbo_charge:R:1
O 0.542610 -5.579889 -2.236563 0.3 0.9 0.9 -0.453
O 3.287444 2.443656 3.631661 -0.4 -0.9 -0.9 -0.456
N -2.608065 2.741045 -0.391119 0.2 0.5 -0.2 -0.347
C 2.094425 -0.030419 1.169173 0.1 0.0 0.3 -0.103
C 4.704297 2.497617 3.323510 -0.2 0.0 0.1 -0.265
C -2.325203 0.523510 -0.375722 -0.7 0.5 0.3 -0.359
C 1.858665 -5.991235 -2.685780 -0.2 0.0 0.1 -0.265
C -1.038667 -3.048524 -0.193645 0.1 0.1 0.0 -0.082
C -1.641943 1.035041 -1.518117 0.1 0.6 -0.3 -0.018
C -3.862829 1.596204 1.427171 -0.1 -0.2 0.3 -0.657
C 2.978984 0.773515 1.864240 0.0 0.2 0.2 -0.321
C -0.185234 -1.095315 1.025283 0.6 -0.5 0.7 0.097
C -1.032976 0.434906 -2.629906 0.2 0.4 0.0 -0.229
C 1.127947 1.559957 3.263501 0.5 0.1 0.1 -0.278
C -1.390107 3.269682 -2.531642 0.5 -0.1 -0.4 -0.231
C 1.565647 -3.924767 -0.747259 -0.1 -0.2 -0.1 -0.265
C -3.090904 4.061632 -0.032440 -0.2 0.0 0.2 -0.406
C -0.860620 -4.149624 -0.989117 0.2 -0.3 -0.2 -0.275
C 0.447657 -4.575867 -1.334513 0.3 0.0 -0.5 0.409
C -0.591480 1.257715 -3.669125 0.0 -0.3 0.4 -0.229
C 0.068501 -2.292758 0.313007 0.0 -0.4 0.0 -0.207
C 0.734793 -0.167342 1.572002 0.1 0.5 -0.2 -0.114
C -1.803724 2.451831 -1.490785 -0.7 -0.9 0.2 0.119
C 2.505461 1.592824 2.924623 0.3 0.1 0.1 0.418
C -0.754565 2.654093 -3.619680 -0.3 0.2 0.6 -0.216
C 0.277907 0.710863 2.605930 0.0 -0.1 -0.2 -0.098
C 1.364398 -2.851988 0.100887 -0.1 0.0 -0.4 -0.108
C -2.946004 1.589784 0.264971 0.9 -0.8 -0.8 0.210
H 2.354106 -5.177853 -3.236415 -0.2 -0.2 0.2 0.196
H 4.040594 0.786842 1.596932 -0.6 0.1 0.0 0.242
H -2.703089 4.792359 -0.745833 -0.1 -0.1 0.2 0.224
H -0.119529 0.812002 -4.541241 -0.1 0.1 0.1 0.217
H -3.429166 2.118551 2.292542 -0.2 0.0 -0.2 0.222
H -2.053217 -2.736397 0.052456 0.2 0.0 -0.1 0.228
H 2.451747 -0.557137 0.287773 -0.1 0.2 0.2 0.227
H 2.580629 -4.272745 -0.968667 -0.5 0.1 0.3 0.234
H -2.433197 -0.521616 -0.138686 -0.3 0.1 -0.1 0.196
H -0.772904 0.686611 2.891665 0.2 0.0 -0.1 0.228
H -1.217714 -0.928904 1.315145 0.2 0.0 0.0 0.229
H -4.191532 4.093228 -0.053151 0.3 0.0 -0.1 0.211
H 2.221035 -2.437473 0.624367 -0.2 -0.1 -0.2 0.227
H 2.479621 -6.311931 -1.837028 -0.2 0.0 -0.3 0.192
H -1.695540 -4.714032 -1.398490 0.1 0.2 0.1 0.252
H 4.871527 2.711018 2.257458 -0.1 0.0 0.4 0.193
H 5.081302 3.318442 3.938066 0.0 -0.2 -0.2 0.224
H -1.559393 4.345362 -2.482970 0.1 -0.3 -0.2 0.216
H -4.826230 2.065136 1.179473 0.3 -0.1 0.1 0.237
H -0.386335 3.265858 -4.440002 -0.1 -0.1 0.1 0.222
H 1.658643 -6.834125 -3.351587 0.2 0.2 0.2 0.225
H -0.946810 -0.654549 -2.651364 0.1 0.3 -0.2 0.207
H -2.764061 4.337419 0.982187 0.0 0.0 -0.3 0.206
H -4.053921 0.557344 1.716716 -0.1 0.2 0.0 0.231
H 5.193209 1.553553 3.606218 -0.2 0.3 -0.1 0.195
H 0.793810 2.216892 4.063890 0.0 -0.2 -0.2 0.249
```
Forces are in eV/Å.

---

Entry 3:
C19H56N10O7 | ωB97M-V/def2-TZVPD

As for the total energy: -49844.9985 eV. Its relative energy (zero: lowest compared OMol25 entry of this formula, charge and spin) is 36.3 kcal per mole. As for the total charge: 0. The value obtained for the HOMO-LUMO gap is 9.3 eV. As for the SMILES: COC[C@H](C)N.COC[C@H](C)N.COC[C@H](C)N.COC[C@H](C)N.NC(N)=O.NC(N)=O.NC(N)=O.

Structure (XYZ):
```
92
Properties=species:S:1:pos:R:3:forces:R:3:mulliken_charge:R:1
O -3.700735 0.645375 -26.637643 -0.4 -0.7 0.1 -0.644
O -10.183142 1.301295 -31.983924 0.3 -0.3 -0.2 -0.382
O -8.036048 -5.158360 -32.176537 -0.5 0.4 0.4 -0.668
O -3.683210 3.070112 -31.213978 0.4 -0.6 0.4 -0.320
O -7.757096 -2.997055 -36.250948 -0.1 0.2 -0.3 -0.308
O -0.256880 -3.221602 -33.690831 0.2 0.2 -0.6 -0.306
O -5.773125 -1.796752 -31.653046 0.1 0.3 0.1 -0.850
N -4.745739 -1.159052 -25.723953 0.1 -0.6 0.4 -0.366
N -5.771885 0.106749 -27.351592 0.0 -0.2 -0.1 -0.226
N -5.739167 0.288964 -30.738316 0.0 -0.9 1.1 0.376
N -4.075140 5.340487 -29.469356 0.7 -0.3 -1.0 -0.868
N -7.331917 -3.801357 -38.908708 -0.1 0.3 -0.2 -0.754
N -8.200424 -3.197311 -31.011846 -1.1 -0.3 0.3 -0.128
N -6.213229 0.019969 -32.959885 0.0 -0.4 0.2 0.067
N -2.592790 -1.775237 -32.992028 0.4 -1.3 0.9 -0.563
N -10.084834 -4.219313 -31.826978 -0.5 -0.2 0.1 -0.325
N -10.439268 -1.586870 -29.717796 -1.7 0.3 1.0 -0.670
C -9.020412 0.332698 -29.397892 -0.1 1.2 0.3 -1.211
C -8.723352 -4.275955 -31.663045 1.1 -0.1 -1.1 0.561
C -0.574902 -3.099478 -32.333300 -0.3 0.3 0.9 -1.001
C -8.338587 -2.782434 -38.607445 0.3 0.7 0.0 0.400
C -1.761705 -1.551145 -30.685239 1.4 -1.2 -0.2 -1.601
C -4.909794 3.774594 -31.220432 0.7 0.1 0.1 -0.545
C 0.536321 -4.343812 -33.983628 -0.2 -1.0 1.0 -0.754
C -6.449856 4.963479 -29.625855 -0.8 -1.7 0.5 -1.174
C -3.329394 2.477379 -32.439435 -0.2 0.6 -0.9 -0.494
C -7.242592 -2.368855 -35.108991 -0.5 -0.5 0.7 -0.804
C -10.312928 -0.124451 -30.013241 0.3 -1.0 -0.8 0.082
C -9.550344 1.442618 -33.260754 -0.2 0.6 0.9 -0.293
C -1.365561 -1.817567 -32.146216 0.1 1.6 -0.1 0.672
C -5.884339 -0.587440 -31.782005 0.2 0.5 -0.4 0.451
C -9.713472 -3.377842 -38.793487 -0.3 -0.7 -0.2 -1.443
C -5.090179 4.308788 -29.814822 0.7 1.2 1.2 0.665
C -4.660552 -0.117676 -26.565363 0.2 1.8 -0.7 0.559
C -10.318691 -0.033223 -31.550092 -0.9 0.1 0.5 -0.242
C -8.119489 -2.075008 -37.257981 0.0 -0.3 0.2 -0.669
H -3.388457 3.244730 -33.223181 -0.1 -0.1 -0.1 0.353
H -9.649354 0.572194 -33.909493 0.0 -0.1 0.1 0.259
H -5.428830 1.241774 -30.797437 0.1 0.0 -0.3 -0.327
H -9.029931 -1.526556 -36.975626 0.0 0.0 0.1 0.288
H -8.504848 1.661547 -33.033453 0.1 -0.1 -0.6 -0.098
H -11.187536 0.416209 -29.644312 0.2 0.2 0.2 0.482
H -6.697889 5.330852 -28.628460 0.8 0.4 0.1 0.380
H -7.188618 4.146525 -29.668055 -0.2 0.3 -0.8 0.159
H 0.029165 -5.217743 -33.546860 0.3 -0.1 0.0 0.317
H -9.849963 -3.843101 -39.772507 0.5 0.2 -0.1 0.377
H -8.241475 -1.917532 -39.273794 0.1 -0.4 -0.5 0.318
H -6.602542 -0.454369 -27.327399 0.0 0.0 0.1 0.140
H -10.361116 -1.699234 -28.702563 0.8 0.1 -0.1 0.163
H 0.290649 -3.060614 -31.659212 0.4 0.1 -0.3 0.495
H -5.579733 -1.707419 -25.653209 0.1 -0.2 0.1 0.172
H -5.734932 3.100061 -31.483455 -0.2 0.1 0.0 -0.098
H -7.077478 -3.160003 -34.375165 0.3 0.1 0.0 0.366
H -2.436606 -0.708513 -30.580014 -0.3 -0.2 0.0 0.319
H -5.462592 -0.215614 -29.905710 0.1 0.4 0.1 0.105
H -7.204959 -3.087791 -30.912920 -0.1 0.0 -0.1 0.161
H -11.322434 -0.346401 -31.873546 0.2 -0.5 -0.1 0.286
H -8.126707 -0.068235 -29.874639 -0.1 -0.2 0.0 0.068
H -9.831982 -4.218275 -38.103596 -0.4 0.3 0.3 0.278
H -7.974762 -1.693728 -34.643435 0.0 0.2 -0.2 0.207
H -1.153092 -3.950645 -31.943763 -0.2 -0.2 -0.4 0.408
H -6.178122 1.020469 -32.997469 0.1 0.1 -0.3 0.049
H -7.307899 -1.340656 -37.354894 0.0 0.0 -0.1 0.392
H -10.654975 -3.520393 -31.392590 0.2 0.2 0.1 0.144
H 0.653102 -4.581072 -35.038903 -0.3 0.7 -0.2 0.252
H -3.912705 -1.425272 -25.231410 -0.1 0.0 0.1 0.239
H 1.529265 -4.261188 -33.527887 0.0 0.0 0.0 0.291
H -4.845735 4.578547 -31.963636 -0.2 0.1 0.0 0.630
H -5.812271 0.991568 -27.821715 0.0 0.1 0.0 0.128
H -7.320921 -4.471657 -38.147846 0.0 0.0 0.0 0.297
H -10.522765 -2.648668 -38.742421 0.1 0.0 0.6 0.377
H -9.574504 -0.737130 -31.935998 0.2 0.3 -0.2 0.111
H -8.960292 1.423397 -29.470764 0.1 -0.1 -0.1 0.354
H -3.943527 5.345041 -28.463857 -0.3 0.1 0.1 0.273
H -0.885986 -1.378002 -30.051476 0.0 0.3 -0.2 0.438
H -6.307554 -1.825305 -35.296408 0.0 -0.1 -0.2 0.334
H -8.895560 -2.597603 -30.565621 0.7 0.1 0.0 0.136
H -10.028301 2.303201 -33.727491 0.2 0.0 -0.2 0.302
H -10.542425 -4.840724 -32.465577 0.3 -0.2 0.0 0.200
H -6.615524 5.746855 -30.359706 -0.1 -0.1 -0.1 0.319
H -0.710746 -0.999220 -32.481507 0.0 -0.1 0.0 0.174
H -6.404015 -3.396975 -38.953301 0.0 0.0 0.1 0.278
H -3.971751 1.639471 -32.728295 -0.1 0.0 0.2 0.101
H -3.327275 -1.915548 -32.295856 -0.4 0.2 -0.4 0.133
H -6.064945 -0.536662 -33.782972 0.0 0.2 -0.2 0.113
H -3.182419 4.975371 -29.809839 -0.1 0.3 0.0 0.300
H -2.301674 2.122012 -32.464061 0.0 0.0 0.6 0.215
H -2.537037 -2.704960 -33.411339 -0.5 0.4 -0.8 0.266
H -11.449294 -1.781151 -29.718521 0.2 -0.2 -0.9 0.294
H -4.825859 3.498107 -29.122380 -1.0 -0.5 -0.2 0.179
H -2.119424 -2.523846 -30.329292 -0.8 0.4 0.3 0.412
H -9.026085 0.110587 -28.327112 0.1 -0.1 0.0 0.466
```
Forces are in eV/Å.